(1)
{"formula": "C5H5NO", "method": "ωB97M-V/def2-TZVPD", "elements": ["O", "C", "C", "C", "C", "C", "N", "H", "H", "H", "H", "H"], "coordinates": [[2.11, -1.34, 0.79], [1.56, -0.28, 0.62], [0.03, 0.06, 0.83], [-0.80, 1.08, 0.04], [-0.90, -0.39, -0.27], [-0.25, -0.84, -1.49], [0.31, -1.16, -2.45], [1.91, 0.70, 0.32], [-0.31, -0.08, 1.85], [-0.38, 1.74, -0.72], [-1.69, 1.51, 0.50], [-1.79, -0.94, -0.01]], "orbital_gap_ev": 10.734, "homo_ev": -10.298, "smiles": "N#C[C@@H]1C[C@@H]1C=O", "de_lowest_ev": 2.047}

***

(2)
{"formula": "C6H7NO2", "method": "ωB97M-V/def2-TZVPD", "elements": ["C", "C", "C", "C", "C", "C", "H", "H", "H", "H", "H", "H", "H", "N", "O", "O"], "coordinates": [[2.03, 1.29, 0.14], [2.01, -0.29, -0.13], [-0.45, -0.55, -0.14], [-1.57, -1.27, 0.06], [-2.62, -0.38, 0.01], [-2.12, 0.80, -0.17], [1.72, 1.61, -0.65], [1.39, 1.45, 1.01], [3.02, 1.70, 0.24], [1.15, -1.91, -0.20], [-1.57, -2.47, 0.39], [-3.60, -0.60, 0.23], [-2.54, 1.73, -0.17], [0.85, -1.02, -0.18], [3.07, -0.86, -0.13], [-0.77, 0.75, -0.31]], "orbital_gap_ev": 9.159, "homo_ev": -8.335, "smiles": "CC(=O)Nc1ccco1", "de_lowest_ev": 2.248}

***

(3)
{"formula": "C5H15NO2", "method": "ωB97M-V/def2-TZVPD", "elements": ["C", "C", "C", "C", "N", "C", "H", "H", "H", "H", "H", "H", "H", "H", "H", "H", "H", "H", "H", "O", "H", "H", "O"], "coordinates": [[-0.24, 2.75, -0.20], [-0.60, 1.30, 0.22], [0.02, 0.24, -0.62], [1.21, -0.34, -0.40], [1.85, -1.16, -1.35], [-0.85, -0.17, -1.78], [-0.97, 3.48, 0.11], [0.67, 3.08, 0.35], [-0.04, 2.90, -1.25], [-0.28, 1.23, 1.30], [-1.69, 1.14, 0.09], [1.60, 0.01, 0.56], [1.29, -1.40, -2.15], [2.26, -1.99, -0.92], [-1.69, -0.71, -1.29], [-0.43, -0.86, -2.51], [-1.28, 0.66, -2.34], [-0.51, -3.34, 0.91], [-0.47, -1.81, 1.12], [0.00, -2.54, 0.70], [-0.14, -1.32, 3.69], [0.54, -0.33, 2.88], [-0.29, -0.83, 2.87]], "orbital_gap_ev": 8.044, "homo_ev": -7.522, "smiles": "CC/C(C)=C/N.O.O", "de_lowest_ev": 1.482}

***

(4)
{"formula": "C9H8ClN", "method": "ωB97M-V/def2-TZVPD", "elements": ["C", "C", "C", "C", "C", "C", "C", "C", "C", "N", "Cl", "H", "H", "H", "H", "H", "H", "H", "H"], "coordinates": [[-0.64, 2.54, -0.08], [-0.94, -2.44, 1.14], [-0.35, -1.49, 2.02], [-1.04, -2.29, -0.19], [0.12, -0.37, 1.49], [-0.55, -1.13, -0.78], [0.00, -0.26, 0.12], [1.23, 1.68, -1.73], [0.59, 1.80, -0.37], [-1.53, 3.23, 0.12], [1.83, 2.35, 0.84], [-1.41, -3.32, 1.50], [-0.25, -1.79, 2.99], [-1.40, -3.03, -0.91], [0.55, 0.55, 1.97], [-0.38, -1.14, -1.83], [0.55, 1.24, -2.35], [1.41, 2.69, -2.20], [2.21, 1.19, -1.74]], "orbital_gap_ev": 9.721, "homo_ev": -9.532, "de_lowest_ev": 2.211}

***

| no. | electronic energy (Eh) |
| --- | --- |
| 1 | -323.4444 |
| 2 | -437.9852 |
| 3 | -404.7006 |
| 4 | -862.5714 |